(1)
An isolated ion of composition C10H14N and charge +1 at a distorted geometry. Source: the OMol25 dataset; level of theory: the ωB97M-V functional and the def2-TZVPD basis.

Calculated values
Net charge: +1
HOMO-LUMO gap (eV): 9.568
Energy (Eh): -443.668378
HOMO energy (Ha): -0.5424

Last column: Löwdin charge in e.
Geometry (Å):
C -1.00175 -1.04043 0.74726  -0.261
C -1.53820 -1.68102 1.74701  0.371
C 0.84560 0.68209 -1.68088  -0.119
C 1.72138 0.86368 -0.40734  -0.051
C 0.11419 1.05142 1.82115  0.106
C -1.11689 -0.73193 -0.72601  -0.252
C -0.44099 0.63316 -0.82470  -0.147
C 0.45123 0.76413 0.45418  -0.324
C -2.56937 -0.80785 -1.13208  -0.065
C 1.32620 -1.17645 1.81307  0.009
N 0.19910 -0.36024 1.33455  -0.130
H 0.92869 1.58516 -2.27485  0.108
H 1.12999 -0.17021 -2.37170  0.143
H 2.56132 0.04898 -0.35562  0.147
H 2.04534 1.95350 -0.41433  0.149
H 1.03458 1.25588 2.44410  0.173
H -0.83973 1.44900 2.05940  0.143
H -0.49291 -1.25328 -1.36592  0.125
H -0.96417 1.65340 -1.02330  0.199
H -3.05583 -1.85379 -1.03581  0.114
H -2.85386 -0.48233 -2.15648  0.091
H -3.39232 -0.25989 -0.48780  0.128
H 2.19100 -1.13151 1.11401  0.092
H 1.83304 -0.91759 2.74563  0.108
H 1.15138 -2.29486 2.05323  0.144

Forces on the atoms, in the same order (eV/Å):
C 1.0421 -0.2262 -0.1222
C -0.6097 -0.1893 0.1193
C 0.9610 -0.3911 -0.7444
C 1.0786 0.1747 -0.6142
C 2.0212 0.4353 0.7647
C -2.4065 2.0536 1.4240
C 0.4181 3.1046 0.3385
C 0.9867 0.2848 -3.0262
C -4.3234 -0.8288 0.1831
C 2.3306 -2.7991 0.4897
N -0.1331 -1.7267 1.1334
H -0.2721 -0.0376 -0.2811
H -0.6346 0.7128 1.0472
H -1.4113 2.0112 0.4625
H 0.3483 -1.6259 0.4102
H -1.5691 0.0171 -0.3583
H -0.6781 0.0631 0.4807
H 0.9106 -2.2167 -0.8098
H -0.1303 -2.2601 0.4934
H 1.4016 1.2073 -0.3209
H 0.8710 -0.1999 0.4926
H 2.2882 -0.3946 -0.7375
H -0.9892 -0.1464 0.0569
H -0.8746 1.0560 0.1705
H -0.6258 1.9217 -1.0521


(2)
One molecule with the formula C2H2BrClO2S at a distorted geometry. Source: the OMol25 dataset; level of theory: the ωB97M-V functional and the def2-TZVPD basis.

Calculated values
Net charge: 0
HOMO-LUMO gap (eV): 9.071
Energy (Eh): -3660.134535
HOMO energy (Ha): -0.3429

Last column: Löwdin charge in e.
Geometry (Å):
C 0.16062 -0.33204 -0.12761  -0.754
C 1.94733 -2.98019 0.93205  -0.614
O -0.13184 -0.35922 2.45532  -0.428
O 1.51150 -1.87646 1.46596  -0.513
S -0.17208 -1.33890 1.43146  0.947
Cl 0.27621 -1.38807 -1.53651  0.541
Br 3.81576 -2.80009 0.87285  0.661
H -0.44372 0.56244 -0.44237  0.067
H 1.11292 0.33025 -0.10582  0.093

Forces on the atoms, in the same order (eV/Å):
C 1.6138 2.2145 -1.1198
C -1.3997 0.2843 0.0579
O -0.4208 1.0332 1.6408
O 0.3323 0.0967 -0.3727
S 0.7679 0.0266 -2.2022
Cl -0.0382 -0.2236 0.0483
Br 0.8275 -0.0642 0.0792
H -0.9230 -1.4385 1.0378
H -0.7598 -1.9289 0.8307


(3)
C2H4NOP as an isolated structure at a distorted geometry. Source: the OMol25 dataset; level of theory: the ωB97M-V functional and the def2-TZVPD basis.

Calculated values
Net charge: 0
HOMO-LUMO gap (eV): 7.943
Energy (Eh): -549.848133
HOMO energy (Ha): -0.2998

Last column: Löwdin charge in e.
Geometry (Å):
C 0.45296 0.41353 0.62152  -0.680
C 0.98228 -0.87892 0.36373  -0.048
N 0.90084 1.56504 0.57391  0.092
O -2.00019 0.65752 -0.48368  -0.403
P -1.33458 -0.39428 0.62825  0.959
H 1.51770 -0.93864 -0.46871  0.019
H 1.02527 -1.47781 1.15695  0.003
H 0.23787 2.33952 0.65504  0.053
H -2.94308 0.61152 -0.49597  0.006

Forces on the atoms, in the same order (eV/Å):
C -2.1863 -0.6889 1.1405
C -4.0550 3.2438 -0.0910
N 0.7090 1.4793 -0.3912
O 1.4743 -0.2595 0.3403
P 2.5940 0.8293 -0.2801
H 2.3714 -0.8994 -3.3469
H 0.2372 -2.8499 2.7932
H -0.0960 -0.4948 0.0228
H -1.0487 -0.3598 -0.1876


(4)
C36H37NP2STc as an isolated structure at a distorted geometry. Source: the OMol25 dataset; level of theory: the ωB97M-V functional and the def2-TZVPD basis.

Calculated values
Net charge: +2
Multiplicity: 4
HOMO-LUMO gap (spin up / spin down) (eV): 4.243 / 5.102
Energy (Eh): -2609.619068
HOMO energy (spin up / spin down) (Ha): -0.4568 / -0.5168

Last column: Löwdin charge in e.
Geometry (Å):
Tc -1.28968 1.82221 -4.23887  1.310
C -2.41797 1.65016 -5.88248  -0.270
C -2.11044 0.33877 -5.30020  -0.290
C -1.07910 -0.62434 -5.87405  -0.161
C 0.34760 -0.04816 -5.79158  -0.162
C 0.46401 1.24131 -4.98764  -0.296
C 0.12406 2.56055 -5.48381  -0.284
C -0.33931 2.75041 -6.92906  -0.162
C -1.74420 2.15953 -7.14829  -0.164
C 1.97516 -0.63486 -0.05817  -0.184
H -3.47578 1.95920 -5.78633  0.134
H -2.99508 -0.20576 -4.95509  0.101
H -1.31716 -0.95341 -6.90189  0.133
H -1.12033 -1.58290 -5.31925  0.092
H 0.97457 -0.81829 -5.31686  0.081
H 0.76906 0.06571 -6.80270  0.129
H 1.36886 1.24642 -4.37850  0.075
H 0.74458 3.39061 -5.12403  0.114
H 0.35876 2.27791 -7.64021  0.124
H -0.33670 3.81647 -7.23791  0.126
H -2.37563 2.96699 -7.52574  0.118
H -1.75490 1.37933 -7.91965  0.127
H 2.14581 0.39528 0.27179  0.054
H 2.64557 -1.29872 0.51553  0.078
H 0.93638 -0.90782 0.20444  -0.020
P -0.38612 -1.85152 -1.49745  1.077
P 2.43239 -0.77224 -1.83026  1.012
C 0.43922 -2.20794 -3.02904  -0.366
C 1.77883 -1.83830 -3.08835  -0.296
C -1.90953 -2.70508 -1.61633  -0.480
C -2.32168 -3.54794 -2.67138  -0.095
C -3.44750 -4.34451 -2.47535  -0.064
C -4.24433 -4.18286 -1.33042  -0.046
C -3.87323 -3.29314 -0.30168  -0.067
C -2.73258 -2.53184 -0.45262  -0.120
C -3.46303 1.69320 -3.25219  -0.161
C -3.96130 2.97053 -3.00362  -0.120
C -5.28840 3.18400 -2.59390  -0.027
C -6.09975 2.07492 -2.33331  -0.022
C -5.58046 0.79357 -2.52933  -0.021
C -4.23366 0.57595 -2.94235  -0.066
C 4.11383 -1.53744 -1.59399  -0.315
C 4.14742 -2.88540 -1.21135  -0.098
C 5.34012 -3.47525 -0.78188  -0.052
C 6.52227 -2.72110 -0.77041  -0.049
C 6.49364 -1.37377 -1.14926  -0.049
C 5.29063 -0.78283 -1.56396  -0.067
C 2.89823 0.81854 -2.53041  -0.348
C 2.59787 1.99054 -1.82273  -0.090
C 2.96414 3.22515 -2.34618  -0.067
C 3.62609 3.33572 -3.56802  -0.045
C 3.92362 2.17160 -4.27959  -0.053
C 3.57352 0.92096 -3.76519  -0.104
H 0.00402 -2.82805 -3.81718  0.058
H 2.46308 -2.28290 -3.82359  0.108
H -1.78046 -3.53970 -3.61896  0.084
H -3.70560 -5.08253 -3.24024  0.117
H -5.17037 -4.75092 -1.22365  0.117
H -4.48848 -3.18556 0.59521  0.118
H -2.45779 -1.75996 0.27244  0.096
H -3.30078 3.82528 -3.13066  0.061
H -5.67154 4.19936 -2.45129  0.129
H -7.12431 2.24096 -1.98745  0.132
H -6.24410 -0.05624 -2.37030  0.123
H -3.84331 -0.44619 -3.01203  0.105
H 3.22729 -3.46539 -1.26488  0.109
H 5.32142 -4.52056 -0.46830  0.118
H 7.45533 -3.19003 -0.44472  0.120
H 7.41412 -0.78433 -1.13078  0.118
H 5.29314 0.25884 -1.87668  0.102
H 2.08524 1.94508 -0.86150  0.096
H 2.71956 4.11810 -1.77576  0.119
H 3.92200 4.31846 -3.94293  0.124
H 4.43051 2.25362 -5.23782  0.122
H 3.79753 0.02186 -4.34568  0.127
S -0.86630 3.25776 -2.38310  0.693
C -1.19714 1.84321 -1.52701  -0.801
N -1.38157 0.95994 -0.74902  0.099

Forces on the atoms, in the same order (eV/Å):
Tc -2.0120 2.3740 1.7676
C -0.1496 -0.1513 -1.2941
C -1.1278 -2.3251 -1.0926
C 0.0761 -0.4356 -0.1012
C 0.3795 -0.6304 -0.4266
C 1.7721 -0.7363 -0.5247
C 0.8632 0.4705 -1.6958
C -0.0038 0.1918 -0.4101
C -0.4840 0.4005 -0.3270
C -0.8308 -0.1288 0.8739
H 0.6337 -0.2998 0.1969
H 0.2729 0.4052 0.0889
H -0.1037 0.4987 0.2331
H -0.1045 0.6461 0.0199
H -0.0723 0.4904 -0.1131
H -0.1181 0.2830 0.2417
H -0.4648 0.1789 0.3225
H -0.2028 -0.3942 0.3320
H 0.0167 0.0136 0.4598
H 0.0062 -0.5503 0.5461
H -0.0356 -0.1966 -0.1064
H 0.0616 0.0519 0.1832
H 0.1539 -0.2272 -0.1532
H -0.1463 0.3001 -0.5110
H 0.8916 0.4435 -0.3130
P -0.5125 -0.2495 -1.1741
P 3.9676 -0.6005 0.2264
C 1.1895 0.0159 0.4849
C -2.2731 -0.6537 -0.0073
C -1.1408 0.2610 0.1979
C -0.2670 0.0698 0.7969
C -0.1694 0.2230 -0.2678
C 0.2827 -0.0712 0.3137
C -0.3798 -0.0979 -0.4497
C 0.5618 -0.2157 -0.7621
C -0.8542 -0.0113 0.8273
C -0.1982 1.0682 0.4307
C 0.1824 -0.2407 -0.4348
C 0.4066 0.6137 -0.3210
C 0.8212 -0.6085 -0.5408
C -0.7798 -0.2417 0.7858
C -0.0686 0.0784 0.2042
C 0.2268 0.0910 -0.0289
C -0.2318 0.2432 -0.2814
C -0.2793 0.0708 0.1265
C -0.1615 -0.2875 -0.1333
C 0.2067 -0.1740 0.0778
C -0.5084 0.9375 0.0022
C 0.0758 -0.2678 -0.2662
C -0.0131 0.4033 0.0662
C -0.1148 -0.2296 0.3123
C -0.0326 -0.1243 0.1399
C -0.1949 -0.1114 -0.0130
H 0.3543 0.1017 0.2059
H -0.1000 0.5617 0.3393
H -0.1549 -0.4294 0.3864
H -0.1520 0.3632 0.2735
H 0.3796 0.0284 -0.0485
H 0.1262 -0.0422 -0.3958
H 0.0184 -0.4412 -0.0619
H -0.3502 -0.0309 0.1620
H 0.2728 -0.3856 -0.1020
H 0.4195 -0.2693 0.0134
H 0.3398 0.0435 -0.0825
H -0.2342 0.3966 0.1219
H 0.1668 -0.0723 0.1701
H 0.1636 0.3301 -0.1336
H -0.3399 0.2467 -0.1319
H -0.3671 -0.1940 -0.0308
H 0.0070 -0.1742 0.1849
H 0.1045 0.1314 -0.3545
H 0.0985 -0.0987 -0.1248
H -0.1242 -0.3709 0.0717
H -0.0394 -0.1658 0.1743
H 0.0094 0.2514 0.2171
S 0.2086 -0.7184 0.0455
C -0.2418 -1.9431 3.1837
N 0.4221 2.3179 -2.5925


(5)
C4H7NO as an isolated structure at a distorted geometry. Source: the OMol25 dataset; level of theory: the ωB97M-V functional and the def2-TZVPD basis.

Calculated values
Net charge: 0
HOMO-LUMO gap (eV): 9.012
Energy (Eh): -286.522865
HOMO energy (Ha): -0.2952

Last column: Löwdin charge in e.
Geometry (Å):
C 1.15181 0.96000 -0.38697  -0.028
C -0.06720 0.09613 -0.56162  -0.437
C -0.12675 -1.28042 -0.05035  -0.078
C -0.63887 -0.98448 1.17805  -0.225
O -0.69161 0.40874 -1.71959  0.069
N -1.00545 0.32277 1.07739  0.052
H -1.46323 -0.16544 -1.81477  0.123
H -0.79578 0.90723 1.88901  0.073
H -0.03684 -2.19362 -0.61577  0.087
H -0.68953 -1.57531 2.08727  0.103
H 1.84676 0.74014 -1.20194  0.090
H 1.63353 0.75000 0.56364  0.086
H 0.88315 2.01426 -0.44436  0.086

Forces on the atoms, in the same order (eV/Å):
C -0.0619 -0.0733 -0.0731
C -0.4087 0.4201 0.9372
C -0.3442 -0.2536 0.4207
C 0.4978 -0.3130 -0.4855
O -0.1578 0.0724 0.2718
N 0.2380 0.2375 -0.9636
H 0.0901 -0.0002 -0.0014
H 0.1134 0.0322 -0.1282
H 0.1668 -0.0619 0.0347
H -0.1264 -0.0148 -0.0356
H 0.0052 0.0017 0.0490
H 0.0052 -0.0291 -0.0147
H -0.0175 -0.0180 -0.0113


(6)
C39H38AuN3O2P2 as an isolated structure at a distorted geometry. Source: the OMol25 dataset; level of theory: the ωB97M-V functional and the def2-TZVPD basis.

Calculated values
Net charge: +2
HOMO-LUMO gap (spin up / spin down) (eV): 5.192 / 5.193
Energy (Eh): -2641.543476
HOMO energy (spin up / spin down) (Ha): -0.4673 / -0.4673

Last column: Löwdin charge in e.
Geometry (Å):
Au 1.48024 -0.59442 -0.56139  0.720
C -0.52677 2.68933 1.68469  -0.124
N -0.24430 1.77030 0.57456  -0.488
P 0.54432 2.01926 -0.94407  0.990
C -0.73920 1.70472 -2.20925  -0.372
C -0.47971 0.74999 -3.18876  -0.125
C -1.42272 0.47582 -4.17046  -0.059
C -2.63101 1.15816 -4.17706  -0.051
C -2.90485 2.10511 -3.19591  -0.055
C -1.95964 2.38206 -2.22279  -0.083
C 0.59466 3.83822 -1.20206  -0.188
C 1.60349 4.33283 -2.18233  -0.246
C 1.94075 5.77450 -2.08788  0.038
C 1.19425 6.65182 -1.38858  -0.015
C 0.07227 6.14101 -0.68642  0.054
C -0.18596 4.78965 -0.54919  -0.065
P -0.51444 0.09429 0.72212  0.906
C -2.25233 -0.26478 0.63612  -0.356
C -3.09744 -0.06362 1.72880  -0.078
C -4.45695 -0.28910 1.58905  -0.050
C -4.97054 -0.71806 0.37049  -0.047
C -4.13130 -0.92308 -0.71622  -0.056
C -2.77036 -0.69665 -0.58474  -0.097
C 0.10897 -0.35468 2.35873  -0.369
C 1.28198 0.23585 2.83499  -0.124
C 1.88323 -0.22709 3.99336  -0.062
C 1.33023 -1.30315 4.67933  -0.055
C 0.17963 -1.90988 4.19987  -0.050
C -0.43112 -1.44328 3.04187  -0.093
H -1.58788 2.94832 1.73554  0.091
H 0.06165 3.59906 1.59817  0.072
H -0.24837 2.22623 2.62719  0.071
H 0.45609 0.20402 -3.17769  0.071
H -1.21568 -0.27172 -4.92441  0.116
H -3.36179 0.95230 -4.94767  0.117
H -3.85484 2.62182 -3.19142  0.116
H -2.19866 3.10515 -1.45228  0.103
H 3.55499 4.09484 -2.99250  0.157
H 2.77174 6.12412 -2.68969  0.141
H 1.41608 7.70836 -1.37567  0.130
H -0.61019 6.84632 -0.22498  0.139
H -1.01314 4.48360 0.07144  0.095
H -2.70045 0.25598 2.68479  0.113
H -5.11746 -0.13831 2.43192  0.116
H -6.03176 -0.90282 0.27082  0.116
H -4.53319 -1.26771 -1.65921  0.114
H -2.10846 -0.86239 -1.42906  0.094
H 1.73262 1.06310 2.29753  0.096
H 2.78060 0.24961 4.36372  0.112
H 1.79764 -1.66456 5.58527  0.115
H -0.25234 -2.75008 4.72731  0.118
H -1.31596 -1.95169 2.67714  0.094
O -3.17419 -7.24527 0.64220  -0.012
C -2.57700 -6.87649 1.85719  -0.235
N -1.25361 -6.31113 1.67573  0.106
C -1.06952 -4.98180 1.53713  -0.439
O -1.97346 -4.16158 1.60086  0.060
C 0.33644 -4.50450 1.30682  -0.102
C 1.47858 -5.09368 1.82265  0.018
C 2.70529 -4.48633 1.59716  -0.019
C 2.74845 -3.31353 0.86924  -0.107
N 1.64835 -2.73406 0.37076  -0.018
C 0.47557 -3.32661 0.59166  -0.096
H -3.56490 -6.46038 0.24228  0.094
H -2.48413 -7.78201 2.45140  0.134
H -3.17107 -6.14129 2.39632  0.130
H -0.50489 -6.92960 1.40470  0.146
H 1.41785 -5.99561 2.41939  0.129
H 3.61940 -4.90757 1.99036  0.120
H 3.69130 -2.81891 0.67612  0.102
H -0.41041 -2.83979 0.20138  0.103
C 3.67478 -0.58664 -1.21349  -0.086
C 3.54884 0.70713 -1.65211  -0.343
C 3.86511 1.84179 -0.78937  -0.059
C 3.53870 3.09139 -1.12113  -0.031
C 2.87163 3.45468 -2.42058  -0.261
C 2.62150 2.25501 -3.28876  -0.047
C 3.00173 1.02068 -2.96924  -0.079
H 4.19309 -0.76867 -0.27822  0.070
H 3.63661 -1.41043 -1.91924  0.084
H 4.36039 1.63845 0.15258  0.126
H 3.79194 3.90364 -0.44690  0.131
H 1.02752 4.32167 -3.13955  0.211
H 2.16775 2.43973 -4.25724  0.132
H 2.84573 0.20303 -3.66324  0.128

Forces on the atoms, in the same order (eV/Å):
Au -0.1041 -0.1247 0.3242
C -0.1606 0.0207 -0.1723
N -0.1801 -0.0679 0.1382
P -0.0812 0.2661 0.1270
C -0.0364 0.1571 -0.2334
C -0.0495 -0.0674 -0.0242
C -0.0065 0.0133 0.0442
C 0.0002 0.0060 0.0034
C 0.0347 -0.0728 -0.0251
C -0.0522 -0.0655 0.0923
C -0.2524 0.2007 0.0410
C 0.2002 0.0088 0.1012
C -0.0291 0.0619 -0.1526
C -0.1743 -0.1791 0.1372
C 0.0552 0.2937 -0.0245
C 0.2166 -0.2179 -0.1129
P 1.2395 0.2767 -0.0706
C -0.1712 -0.0698 -0.1199
C -0.0927 0.0423 -0.0224
C 0.0116 -0.0094 -0.0102
C 0.0123 -0.0085 -0.0240
C 0.0171 0.0016 0.0632
C -0.0224 -0.0741 -0.0178
C -0.1386 -0.1942 0.0918
C 0.0749 0.0242 -0.0179
C -0.0651 -0.0264 -0.0184
C -0.0115 0.0116 -0.0271
C 0.0310 0.0270 -0.0165
C -0.0655 0.0036 0.0516
H 0.0097 0.0640 -0.0377
H 0.0634 -0.0715 0.0330
H -0.0359 -0.0820 0.0424
H 0.0005 0.0268 0.0110
H 0.0027 0.0045 -0.0143
H -0.0167 -0.0111 0.0098
H -0.0025 0.0227 -0.0016
H 0.0323 0.0181 0.0017
H 0.0494 0.0445 0.0450
H -0.0075 -0.0219 -0.0461
H -0.0202 0.0260 -0.0172
H 0.0192 -0.0024 0.0464
H -0.0271 0.0344 -0.0468
H 0.0186 0.0082 -0.0142
H -0.0021 -0.0041 0.0075
H -0.0087 0.0084 0.0076
H -0.0123 0.0010 -0.0063
H -0.0155 0.0277 0.0324
H -0.0041 0.0157 -0.0356
H 0.0145 0.0058 0.0001
H 0.0029 -0.0008 0.0098
H -0.0078 -0.0042 0.0017
H -0.0122 0.0208 -0.0469
O 0.0112 0.1260 0.0456
C -0.1194 -0.1241 -0.0521
N 0.2517 0.0572 0.0536
C -0.1653 0.0507 -0.0247
O 0.0161 0.0118 -0.0242
C 0.0025 0.0153 -0.0215
C 0.0184 -0.0602 0.0345
C 0.0390 -0.0210 0.0253
C -0.0999 0.0477 -0.0565
N -0.0044 -0.2775 0.0253
C 0.0339 0.0950 -0.0279
H -0.0098 -0.0463 -0.0214
H 0.0198 -0.0105 -0.0232
H 0.0277 -0.0011 0.0375
H -0.0638 -0.0319 0.0357
H 0.0122 -0.0042 -0.0114
H -0.0029 -0.0102 -0.0006
H 0.0015 0.0166 0.0112
H -0.0164 -0.0223 -0.0091
C 0.0858 -0.1478 -0.0746
C -0.4165 0.2245 -0.0096
C 0.0321 -0.1069 -0.1086
C -0.0275 0.0335 -0.0621
C 0.0044 -0.2506 0.0650
C -0.0597 0.1521 -0.0166
C 0.1633 -0.0637 0.1588
H -0.0067 -0.0304 -0.0062
H 0.0055 0.0137 -0.0249
H -0.0022 -0.0020 0.0113
H -0.0089 0.0326 -0.0206
H 0.0165 -0.0432 -0.0094
H 0.0057 0.0217 -0.0049
H 0.0159 -0.0128 -0.0006


Look up the energy of the fifth one.
-286.522865 Eh